Entry 1:
Entry from the OMol25 dataset: a molecular structure, C35H44CrN2O4PS (wB97M-V/def2-TZVPD).

Cartesian coordinates (Å):
Cr1 0.4227 -0.7238 -0.3384
S1 0.0578 -2.5320 1.1321
P1 -0.9848 1.6616 -1.3934
O1 2.0703 -1.3585 -1.2560
O2 -0.5680 0.3677 1.0087
O3 4.2785 -1.7046 -1.0076
O4 -0.4126 1.6630 2.8333
N1 1.8364 -0.1308 0.9103
N2 -0.7036 -1.8827 -1.6224
C1 -2.4975 2.0997 -0.3707
C2 3.6548 -0.0072 2.9466
C3 -3.2596 -4.5480 -1.2139
C4 3.0541 -0.6410 0.7347
C5 1.2006 5.2664 -1.0707
C6 -3.1089 1.8183 -4.9702
C7 -0.0755 4.4091 -1.0446
C8 0.2495 2.9244 -0.7868
C9 -4.6180 3.0719 -1.3935
C10 2.3836 0.5334 3.1134
C11 -2.4560 -3.3616 -3.2309
C12 -0.7140 2.4011 -5.5289
C13 1.4957 0.4447 2.0626
C14 -1.4919 -2.8657 -1.0780
C15 0.3296 -0.8653 -3.5913
C16 -3.4476 0.8887 -0.2682
C17 -0.3292 2.6106 -4.0547
C18 -1.3022 -3.2058 0.2842
C19 -1.4898 2.2499 -3.1042
C20 -2.3835 1.1954 -3.7715
C21 3.2011 -1.3081 -0.6224
C22 1.6769 2.6038 -1.2513
C23 -1.5619 -2.4858 -3.7723
C24 4.0018 -0.5978 1.7372
C25 2.6887 3.3415 -0.3668
C26 -2.1793 2.7601 -5.7633
C27 2.2107 4.7710 -0.0374
C28 -2.1313 -4.1407 0.8708
C29 -3.2788 3.3846 -0.7297
C30 0.0457 0.8797 2.0254
C31 -3.1236 -4.7922 0.1264
C32 -5.5343 2.3054 -0.4302
C33 -4.7368 1.3084 0.4325
C34 -2.4316 -3.5966 -1.8424
C35 -0.6845 -1.7561 -2.9498
H1 -2.6969 4.0584 -1.3592
H2 -3.6902 0.4776 -1.2526
H3 -6.0592 3.0115 0.2175
H4 -5.3483 0.4321 0.6543
H5 3.6563 3.3697 -0.8725
H6 2.8314 2.7829 0.5631
H7 -2.0723 2.2411 0.6233
H8 -1.5157 -2.3340 -4.8421
H9 -3.7679 -5.5140 0.6116
H10 -3.9752 2.3816 -4.6151
H11 -0.0691 3.0125 -6.1627
H12 0.4215 0.0766 -3.0561
H13 -3.9816 -5.0929 -1.8089
H14 0.2267 2.7638 0.2964
H15 -3.1117 0.7898 -3.0684
H16 -2.3380 3.7955 -5.4489
H17 -4.4672 1.7627 1.3898
H18 0.0826 -0.6768 -4.6347
H19 -6.2968 1.7768 -1.0072
H20 -3.4860 1.0229 -5.6175
H21 3.0619 5.4522 0.0039
H22 4.3668 0.0170 3.7609
H23 -3.1533 -3.9095 -3.8532
H24 -0.7317 4.7691 -0.2492
H25 -2.4151 2.7125 -6.8274
H26 -2.9519 0.1001 0.2941
H27 2.0686 0.9985 4.0366
H28 -4.4418 2.4739 -2.2923
H29 1.8696 1.5274 -1.2097
H30 -0.5474 1.3607 -5.8228
H31 -1.7682 0.3561 -4.1005
H32 1.6564 5.2361 -2.0646
H33 -3.4728 3.9320 0.1975
H34 0.5574 2.0141 -3.8363
H35 1.8072 2.9097 -2.2909
H36 -1.9795 -4.3831 1.9143
H37 -2.1083 3.1396 -2.9579
H38 0.9396 6.3076 -0.8724
H39 -0.6100 4.5401 -1.9868
H40 -0.0498 3.6563 -3.9095
H41 1.7365 4.7894 0.9478
H42 1.3035 -1.3519 -3.5336
H43 -5.1047 3.9953 -1.7146
H44 4.9734 -1.0354 1.5571

Summary:
**2S+1**: 4
**Energy**: -3554.76061 hartree
**LUMO level (spin up / spin down)**: -0.54 / -0.57 eV
**Charge**: 0

=====

Entry 2:
Entry from the OMol25 dataset: a gas-phase ion, C6H12N2P (charge +1) (wB97M-V/def2-TZVPD).

Cartesian coordinates (Å):
P1 -0.9969 2.1989 0.5420
N1 -0.5142 -1.7748 1.7738
N2 1.2726 0.8531 -2.5127
C1 0.0891 0.7007 0.7961
C2 -0.2274 -0.7153 -1.6140
C3 0.8158 0.2848 -1.5138
C4 1.2784 0.6351 -0.0968
C5 -0.9733 -0.7175 0.7194
C6 -1.0592 -1.2070 -0.6869
H1 -0.4065 -1.0661 -2.5418
H2 0.2642 2.9443 0.5732
H3 -1.7773 -1.9149 -0.9915
H4 1.6013 1.7171 -0.3361
H5 -0.6729 2.1132 -0.8911
H6 1.9946 1.5154 -2.5014
H7 0.0495 -2.4137 1.3142
H8 -1.8500 -0.1387 0.9635
H9 -1.3094 -2.3838 2.1472
H10 -0.0488 -1.3076 2.5628
H11 2.0700 -0.0149 0.3436
H12 0.4005 0.6918 1.9501

Summary:
**SMILES**: [H]/N=C1/C=C[C@@H]([NH3+])[C@H](P)C1
**Energy**: -686.32257 hartree
**LUMO level**: -3.95 eV
**Charge**: +1
**Relative energy (zero: lowest compared OMol25 entry of this formula, charge and spin)**: 3.103 eV

=====

Entry 3:
Entry from the OMol25 dataset: a molecular structure, C47H39BrN3O5P2ReS (wB97M-V/def2-TZVPD).

Cartesian coordinates (Å):
Re1 -0.3699 -0.3449 0.0416
Br1 -0.8662 -2.0542 3.0591
S1 -4.2940 4.1219 -2.6770
P1 2.2089 0.7142 -1.7721
P2 1.3080 -2.2547 -2.0116
O1 -0.5977 0.7025 1.6401
O2 -0.0964 4.8212 2.1877
O3 1.3678 0.3504 -0.4793
O4 -0.0268 -1.6421 -1.5134
O5 0.1328 2.6048 0.7199
N1 -1.6717 0.9132 -0.8843
N2 -7.9321 4.3912 0.0359
N3 -1.9807 -1.6893 0.5252
C1 5.7438 -0.1433 -2.2272
C2 -1.2963 1.6401 -1.9658
C3 1.6575 -3.2986 -4.5631
C4 -3.7097 2.1577 -0.7990
C5 -3.1465 -3.2438 1.9237
C6 -2.0899 2.6028 -2.5119
C7 2.4273 -0.9518 -2.5828
C8 -4.0432 -3.5092 0.9047
C9 0.5400 -5.2964 -5.2874
C10 -6.8854 3.5657 -1.9547
C11 -6.8003 5.0200 0.3430
C12 -0.6264 4.5495 4.5017
C13 -0.2854 2.0499 1.7022
C14 3.6556 0.8663 1.3872
C15 -2.8460 -1.9880 -0.4750
C16 3.4050 2.2264 1.6178
C17 0.1459 -4.4640 -3.0701
C18 2.0760 -3.1297 -0.6550
C19 -5.7106 4.2103 -1.6048
C20 1.8239 -2.7881 0.6693
C21 4.0997 1.2189 -1.0645
C22 -3.3430 2.8968 -1.9386
C23 2.8800 0.3800 3.6257
C24 -1.1097 2.3500 5.3610
C25 4.9528 0.9600 -2.1999
C26 2.3834 -3.5075 1.7106
C27 -2.1253 -2.3400 1.6932
C28 -0.4221 4.0237 3.2260
C29 -0.0947 -5.4040 -4.0539
C30 3.3875 -0.0499 2.4168
C31 1.0193 -3.4010 -3.3260
C32 3.5185 -4.9037 0.1073
C33 -5.6586 4.9701 -0.4445
C34 4.9987 -0.7539 0.0217
C35 2.6461 1.7357 3.8400
C36 -0.5570 2.6413 3.0179
C37 3.2378 -4.5660 1.4250
C38 -7.9700 3.6920 -1.0925
C39 -2.8655 1.2048 -0.3064
C40 2.9305 -4.1985 -0.9317
C41 1.4144 -4.2503 -5.5420
C42 2.9107 2.6552 2.8361
C43 -0.9135 1.8286 4.1027
C44 -0.9606 3.7231 5.5550
C45 4.2446 0.4248 0.1301
C46 -3.8804 -2.8774 -0.3231
C47 5.7300 -1.0187 -1.1159
H1 4.9393 1.6586 -3.0280
H2 -4.6459 2.3411 -0.2922
H3 -4.8523 -4.2098 1.0640
H4 5.1093 -1.4020 0.8792
H5 -0.3394 -4.5575 -2.1051
H6 -8.9103 3.2085 -1.3294
H7 -3.2198 -3.7298 2.8854
H8 -1.7336 3.1443 -3.3776
H9 -0.5235 5.6170 4.6586
H10 6.3582 -1.9012 -1.1381
H11 -3.1196 0.6592 0.5908
H12 2.1899 -0.7484 -3.6324
H13 2.6862 -0.3313 4.4181
H14 -1.0266 0.7673 3.9355
H15 2.1566 -3.2541 2.7376
H16 3.8241 2.2608 -0.9267
H17 0.3530 -6.0377 -6.0528
H18 3.6766 -5.1364 2.2329
H19 -6.8056 5.6017 1.2572
H20 1.1987 -1.9281 0.9277
H21 3.5870 -1.1005 2.2682
H22 2.2655 2.0716 4.7962
H23 3.6444 2.9703 0.8714
H24 -4.5462 -3.0685 -1.1520
H25 1.9078 -4.1747 -6.5009
H26 -0.3230 1.4310 -2.3876
H27 -4.7669 5.5151 -0.1648
H28 -0.0671 5.7393 2.4866
H29 -1.3830 1.7088 6.1868
H30 -1.1145 4.1525 6.5361
H31 4.1755 -5.7346 -0.1103
H32 -6.9683 2.9903 -2.8664
H33 2.7440 3.7098 3.0064
H34 -0.7704 -6.2264 -3.8639
H35 3.4501 -1.3349 -2.5508
H36 -2.6775 -1.4775 -1.4127
H37 6.3924 -0.3437 -3.0687
H38 2.3462 -2.4933 -4.7781
H39 3.1180 -4.5005 -1.9553

Summary:
**2S+1**: 4
**Energy**: -6087.30381 hartree
**LUMO level (spin up / spin down)**: -8.96 / -9.09 eV
**Charge**: +3
**Relative energy (zero: lowest compared OMol25 entry of this formula, charge and spin)**: 2.926 eV